{
  "formula": "C3H3NOS",
  "method": "ωB97M-V/def2-TZVPD",
  "relative_energy_kj_mol": 149.1,
  "charge": 0,
  "e_lumo_ev": 0.58,
  "symbols": ["S", "C", "C", "C", "N", "O", "H", "H", "H"],
  "xyz": [[-2.3587, -0.5442, 0.0049], [-0.6705, -0.3600, -0.0323], [0.2099, 0.7142, 0.0291], [1.4388, 0.0416, 0.0132], [1.3583, -1.2823, 0.0408], [-0.0024, -1.5476, -0.0206], [-2.6159, 0.7462, 0.1588], [0.1981, 1.7643, -0.1381], [2.4425, 0.4678, -0.0559]]
}

---

{
  "formula": "C3H3NiO",
  "method": "ωB97M-V/def2-TZVPD",
  "multiplicity": 4,
  "charge": 0,
  "e_lumo_ev": [0.75, -1.27],
  "symbols": ["C", "C", "H", "H", "C", "O", "Ni", "H"],
  "xyz": [[-0.9268, -0.6466, -0.5638], [-0.5090, -0.9473, 0.6222], [-1.6804, -0.6948, -1.3446], [-0.6515, -1.4815, 1.5573], [0.4494, 0.1002, -0.1422], [0.3861, 1.4321, 0.0568], [1.6287, 2.5522, 0.5221], [1.3036, -0.3142, -0.7078]]
}

---

{
  "formula": "C3H3NiO",
  "method": "ωB97M-V/def2-TZVPD",
  "multiplicity": 3,
  "charge": 1,
  "e_lumo_ev": [-5.40, -6.52],
  "symbols": ["C", "C", "H", "H", "C", "O", "Ni", "H"],
  "xyz": [[-0.0926, -1.0621, -0.6895], [-0.2928, -1.1418, 0.5651], [0.0173, -1.4870, -1.6805], [-0.4849, -1.6660, 1.4940], [-0.1557, 0.5873, 0.0087], [0.8854, 1.2196, 0.5512], [1.3067, 2.5958, -0.4411], [-1.1834, 0.9542, 0.1922]]
}

---

{
  "formula": "C3H3O2P",
  "method": "ωB97M-V/def2-TZVPD",
  "relative_energy_kj_mol": 232.3,
  "charge": 0,
  "e_lumo_ev": [-0.98, -1.22],
  "symbols": ["C", "C", "C", "O", "O", "P", "H", "H", "H"],
  "xyz": [[0.4090, 1.0205, -0.9068], [-1.1323, -0.9756, 1.7154], [0.7285, -0.2910, -0.9783], [-0.8527, -2.0327, 2.0511], [-1.4710, 0.0867, 1.4255], [0.2011, 2.0682, 0.5012], [0.6786, 1.8091, -1.7333], [0.9408, -0.7105, -1.9754], [0.4981, -0.9746, -0.0994]]
}

---

{
  "formula": "C3H3O2S",
  "method": "ωB97M-V/def2-TZVPD",
  "relative_energy_kj_mol": 394.3,
  "charge": -1,
  "e_lumo_ev": [3.46, 3.46],
  "symbols": ["C", "C", "C", "O", "O", "S", "H", "H", "H"],
  "xyz": [[-1.0872, 0.0260, -0.2523], [-1.9694, -0.1323, -1.1205], [-0.4142, 0.9708, 0.5356], [2.0717, -0.7407, 0.1529], [1.1134, -2.3285, -1.3739], [0.8710, -1.5681, -0.1577], [-0.9842, 1.8548, 0.5974], [-0.1086, 0.5137, 1.4483], [0.5075, 1.4042, 0.1701]]
}

---

{
  "formula": "C3H3O2S",
  "method": "ωB97M-V/def2-TZVPD",
  "relative_energy_kj_mol": 504.5,
  "charge": -1,
  "e_lumo_ev": 3.74,
  "symbols": ["C", "C", "C", "O", "O", "S", "H", "H", "H"],
  "xyz": [[-1.8444, -1.1889, 0.5541], [-1.1132, -0.3168, 0.1181], [-0.0966, 0.4702, -0.4018], [2.0519, -1.0121, -0.6331], [2.4458, 1.2596, 0.1675], [1.6481, 0.0749, 0.3011], [-2.2669, -1.7794, 1.3231], [-0.0716, 0.3855, -1.4697], [-0.7532, 2.1071, 0.0407]]
}

---

{
  "formula": "C3H3O2S3",
  "method": "ωB97M-V/def2-TZVPD",
  "charge": -1,
  "e_lumo_ev": 3.05,
  "symbols": ["C", "C", "C", "O", "O", "S", "S", "S", "H", "H", "H"],
  "xyz": [[-3.3544, 0.6698, 0.3410], [2.2750, 0.1581, 0.3867], [-0.1838, 0.1690, 0.2404], [-2.9543, 1.7612, 0.4273], [-3.7617, -0.4017, 0.4861], [3.0579, 1.5486, 0.2810], [2.8312, -1.4926, -0.0010], [-0.7811, -0.5126, -1.1899], [-0.0756, 1.1965, -0.1143], [4.1823, -1.5014, -0.1828], [-1.2355, -1.5951, -0.6745]]
}

---

{
  "formula": "C3H3O2Y",
  "method": "ωB97M-V/def2-TZVPD",
  "multiplicity": 2,
  "relative_energy_kj_mol": 191.8,
  "charge": 1,
  "e_lumo_ev": [-5.43, -6.07],
  "symbols": ["C", "C", "H", "H", "H", "O", "C", "O", "Y"],
  "xyz": [[1.5020, 1.1292, 0.0466], [0.2701, 0.7632, 0.7103], [0.4260, 0.5224, 1.7796], [1.7858, 0.2706, -0.5915], [-0.3715, 1.6699, 0.6960], [-0.7557, -1.6458, -1.5300], [0.0973, -0.8458, -1.1001], [-0.4649, -0.2826, 0.0909], [-2.4891, -1.5812, -0.1018]]
}

---

Number 1: strongest force on any atom 2.13 eV/Å. Number 2: strongest force on any atom 4.70 eV/Å. Number 3: strongest force on any atom 3.40 eV/Å. Number 4: strongest force on any atom 2.34 eV/Å. Number 5: strongest force on any atom 2.66 eV/Å. Number 6: strongest force on any atom 3.93 eV/Å. Number 7: strongest force on any atom 2.55 eV/Å. Number 8: strongest force on any atom 2.84 eV/Å.